Record 1
18
Properties=species:S:1:pos:R:3 method="wB97M-V/def2-TZVPD" charge=0 smiles="C=CC(N)=C(C)C" energy_ha=-289.8306 homo_ev=-7.78 homo_lumo_gap_ev=8.0
C 0.2241 1.8571 1.8726
C 0.2563 0.5766 1.3729
C 0.3929 0.2040 -0.0758
N 1.4203 0.9334 -0.7202
C -0.5608 -0.6241 -0.5636
C -0.4009 -1.2163 -1.9981
C -1.2913 -1.6299 0.3374
H -0.5672 2.2520 2.5024
H 0.9668 2.6102 1.5743
H 0.4658 -0.2357 2.0498
H 1.0467 1.5584 -1.4360
H 1.7580 1.5835 -0.0195
H -1.3129 -1.7391 -2.3116
H -0.4061 -0.3571 -2.7199
H 0.4333 -1.9227 -1.9891
H -0.7676 -2.6014 0.3368
H -2.3713 -1.6044 0.0397
H -1.2563 -1.1900 1.3394

Record 2
18
Properties=species:S:1:pos:R:3 method="wB97M-V/def2-TZVPD" charge=0 smiles="C/C=C/C(C)=C/N" energy_ha=-289.8798 homo_ev=-6.50 homo_lumo_gap_ev=7.4
C -1.0708 -0.9820 2.6702
C -0.2463 -0.1069 1.7414
C -0.7232 0.2331 0.4983
C 0.0211 0.3161 -0.7173
C -0.7050 0.4429 -2.0235
C 1.4018 0.3384 -0.6689
N 2.2256 0.1726 -1.7405
H -0.8092 -2.0322 2.4668
H -0.7602 -0.8079 3.7189
H -2.1636 -0.8750 2.5431
H 0.5994 0.4299 2.1495
H -1.7948 0.4672 0.4444
H -0.3806 -0.2965 -2.7353
H -1.7683 0.3278 -1.7664
H -0.6714 1.4413 -2.4891
H 1.9570 0.5681 0.2458
H 3.1294 0.5967 -1.8042
H 1.7592 -0.2337 -2.5331

Record 3
18
Properties=species:S:1:pos:R:3 method="wB97M-V/def2-TZVPD" charge=0 smiles=C1C[C@@H]2CCN2C1 energy_ha=-289.8942 homo_ev=-7.67 homo_lumo_gap_ev=8.9
C -0.1751 1.2900 1.3099
C 0.6279 1.3761 -0.0136
C 0.7867 -0.0694 -0.3087
C 0.6733 -0.8590 -1.5987
C -0.6016 -1.5543 -1.0354
N -0.5009 -0.5607 0.0332
C -0.9459 -0.0623 1.3351
H 0.5120 1.4472 2.1414
H -0.8912 2.1427 1.3638
H -0.0188 1.8024 -0.7794
H 1.5066 2.0746 0.0796
H 1.6033 -0.4815 0.2753
H 0.4346 -0.2633 -2.4337
H 1.5633 -1.4386 -1.7838
H -1.4986 -1.5570 -1.5831
H -0.4508 -2.5764 -0.5837
H -0.5763 -0.7311 2.1343
H -2.0487 0.0208 1.4472